# 1
ORCA calculation (ωB97M-V/def2-TZVPD) on a molecular structure, C49H61N2O3P2SbSi3Ti.

Output
HOMO-LUMO gap (spin up / spin down) (Ha): 0.25841 / 0.22333
Charge: +1
Multiplicity: 2
Energy relative to the best compared isomer or geometry (same formula, charge and spin) (kcal per mole): 130.32
Max |F| (eV Å⁻¹): 0.56

CARTESIAN COORDINATES (ANGSTROEM)
1 Ti -1.014 1.906 0.284
2 C 4.040 1.345 1.605
3 O 3.013 0.596 0.967
4 C 2.063 0.108 1.774
5 C 2.008 0.078 3.107
6 C 0.811 -0.665 3.577
7 C -1.060 0.274 2.983
8 C -1.110 1.580 2.325
9 C -0.665 2.832 2.677
10 N -0.760 3.515 1.514
11 N -0.303 4.686 1.112
12 C -0.266 4.613 -0.215
13 O -0.542 3.474 -0.810
14 C 0.089 5.777 -1.023
15 C 0.337 7.008 -0.413
16 C 0.663 8.105 -1.192
17 C 0.743 7.980 -2.573
18 C 0.499 6.756 -3.181
19 C 0.174 5.653 -2.410
20 C 0.804 -0.368 1.090
21 O 0.330 0.778 0.351
22 H 4.712 1.677 0.819
23 H 4.584 0.729 2.321
24 H 3.609 2.207 2.120
25 H 2.787 0.413 3.779
26 H 1.094 -1.612 4.036
27 H -2.077 -0.126 2.999
28 H -0.209 3.227 3.584
29 H 0.272 7.092 0.663
30 H 0.855 9.060 -0.722
31 H 0.998 8.841 -3.177
32 H 0.566 6.659 -4.257
33 H -0.011 4.692 -2.870
34 C 1.822 -3.059 0.346
35 P 0.806 -1.650 -0.297
36 C 1.859 -1.026 -1.663
37 C 2.335 0.268 -1.854
38 C 3.028 0.601 -3.011
39 C 3.253 -0.344 -4.000
40 C 2.773 -1.635 -3.828
41 C 2.079 -1.966 -2.676
42 C -0.084 -0.800 2.312
43 C -0.800 -2.122 2.271
44 C -1.406 -2.664 3.334
45 C -1.527 -2.126 4.702
46 C -1.089 -0.952 5.170
47 C -0.334 0.050 4.341
48 P 3.678 -2.923 0.365
49 C 4.122 -4.705 0.262
50 C 3.346 -5.747 0.766
51 C 3.786 -7.059 0.683
52 C 5.011 -7.348 0.096
53 C 5.791 -6.321 -0.414
54 C 5.344 -5.009 -0.336
55 C 4.050 -2.624 2.143
56 C 5.180 -1.854 2.409
57 C 5.582 -1.602 3.715
58 C 4.852 -2.118 4.775
59 C 3.733 -2.903 4.522
60 C 3.339 -3.156 3.217
61 H 1.591 -3.889 -0.327
62 H 1.404 -3.336 1.315
63 H 2.193 1.021 -1.096
64 H 3.399 1.612 -3.133
65 H 3.800 -0.078 -4.896
66 H 2.939 -2.386 -4.589
67 H 1.703 -2.980 -2.571
68 H -0.858 -2.653 1.329
69 H -1.891 -3.623 3.186
70 H -2.047 -2.774 5.397
71 H -1.265 -0.715 6.212
72 H -0.067 0.944 4.902
73 H 2.389 -5.543 1.231
74 H 3.173 -7.859 1.080
75 H 5.353 -8.373 0.035
76 H 6.743 -6.542 -0.878
77 H 5.946 -4.206 -0.747
78 H 5.750 -1.453 1.579
79 H 6.467 -1.007 3.904
80 H 5.161 -1.926 5.794
81 H 3.170 -3.325 5.346
82 H 2.473 -3.786 3.049
83 C -3.571 -2.730 -0.144
84 Si -4.595 -1.182 -0.329
85 C -5.921 -1.388 -1.621
86 C -5.267 -0.571 1.298
87 Sb -3.078 0.698 -1.190
88 Si -2.210 0.170 -3.555
89 C -1.640 -1.599 -3.540
90 C -3.649 0.398 -4.720
91 C -0.820 1.374 -3.894
92 Si -4.450 2.870 -1.386
93 C -3.590 3.939 -2.647
94 C -4.326 3.632 0.319
95 C -6.216 2.507 -1.853
96 H -4.164 -3.601 -0.435
97 H -3.264 -2.853 0.895
98 H -2.669 -2.710 -0.759
99 H -6.632 -2.158 -1.311
100 H -5.486 -1.701 -2.573
101 H -6.472 -0.461 -1.786
102 H -5.950 -1.312 1.722
103 H -5.818 0.364 1.183
104 H -4.460 -0.411 2.017
105 H -2.409 -2.273 -3.155
106 H -0.741 -1.713 -2.932
107 H -1.403 -1.910 -4.562
108 H -4.446 -0.318 -4.506
109 H -3.321 0.236 -5.750
110 H -4.069 1.403 -4.654
111 H -0.314 1.685 -2.979
112 H -1.187 2.269 -4.401
113 H -0.067 0.901 -4.530
114 H -2.531 4.044 -2.400
115 H -4.033 4.939 -2.657
116 H -3.667 3.528 -3.654
117 H -3.313 4.005 0.507
118 H -4.576 2.914 1.103
119 H -5.002 4.486 0.414
120 H -6.270 1.975 -2.806
121 H -6.778 3.439 -1.956
122 H -6.714 1.900 -1.094

Here are the Löwdin charges for atoms 1 to 99, given in e: number 1, Ti, carries 0.831; number 2, C, carries -0.035; number 3, O, carries -0.088; number 4, C, carries -0.270; number 5, C, carries 0.052; number 6, C, carries -0.170; number 7, C, carries -0.172; number 8, C, carries -0.096; number 9, C, carries -0.065; number 10, N, carries -0.144; number 11, N, carries 0.131; number 12, C, carries -0.373; number 13, O, carries -0.171; number 14, C, carries -0.154; number 15, C, carries -0.016; number 16, C, carries -0.064; number 17, C, carries -0.065; number 18, C, carries -0.064; number 19, C, carries -0.019; number 20, C, carries -0.418; number 21, O, carries -0.304; number 22, H, carries 0.102; number 23, H, carries 0.073; number 24, H, carries 0.104; number 25, H, carries 0.126; number 26, H, carries 0.140; number 27, H, carries 0.138; number 28, H, carries 0.133; number 29, H, carries 0.112; number 30, H, carries 0.109; number 31, H, carries 0.109; number 32, H, carries 0.108; number 33, H, carries 0.107; number 34, C, carries -0.510; number 35, P, carries 1.096; number 36, C, carries -0.397; number 37, C, carries -0.091; number 38, C, carries -0.074; number 39, C, carries -0.084; number 40, C, carries -0.079; number 41, C, carries -0.143; number 42, C, carries -0.236; number 43, C, carries -0.064; number 44, C, carries -0.075; number 45, C, carries -0.080; number 46, C, carries -0.037; number 47, C, carries -0.158; number 48, P, carries 1.056; number 49, C, carries -0.382; number 50, C, carries -0.102; number 51, C, carries -0.081; number 52, C, carries -0.084; number 53, C, carries -0.082; number 54, C, carries -0.109; number 55, C, carries -0.375; number 56, C, carries -0.129; number 57, C, carries -0.087; number 58, C, carries -0.080; number 59, C, carries -0.083; number 60, C, carries -0.102; number 61, H, carries 0.042; number 62, H, carries 0.024; number 63, H, carries 0.086; number 64, H, carries 0.107; number 65, H, carries 0.104; number 66, H, carries 0.106; number 67, H, carries 0.102; number 68, H, carries 0.060; number 69, H, carries 0.104; number 70, H, carries 0.102; number 71, H, carries 0.110; number 72, H, carries 0.142; number 73, H, carries 0.093; number 74, H, carries 0.104; number 75, H, carries 0.105; number 76, H, carries 0.105; number 77, H, carries 0.095; number 78, H, carries 0.100; number 79, H, carries 0.107; number 80, H, carries 0.105; number 81, H, carries 0.108; number 82, H, carries 0.096; number 83, C, carries -0.204; number 84, Si, carries 0.323; number 85, C, carries -0.212; number 86, C, carries -0.214; number 87, Sb, carries 0.955; number 88, Si, carries 0.332; number 89, C, carries -0.210; number 90, C, carries -0.213; number 91, C, carries -0.199; number 92, Si, carries 0.319; number 93, C, carries -0.202; number 94, C, carries -0.215; number 95, C, carries -0.217; number 96, H, carries 0.043; number 97, H, carries 0.014; number 98, H, carries 0.008; number 99, H, carries 0.044

***

# 2
ORCA calculation (ωB97M-V/def2-TZVPD) on a molecular structure, C30H52BrN3OP2Pt at a distorted geometry.

Output
HOMO-LUMO gap (spin up / spin down) (Ha): 0.26699 / 0.13284
Charge: +4
Multiplicity: 5
Energy relative to the best compared isomer or geometry (same formula, charge and spin) (kcal per mole): 0.00
Max |F| (eV Å⁻¹): 4.17

CARTESIAN COORDINATES (ANGSTROEM)
1 N -7.024 5.474 -5.893
2 C -6.833 6.085 -4.721
3 C -6.057 5.508 -3.705
4 C -5.437 4.263 -3.934
5 C -5.682 3.624 -5.171
6 C -6.480 4.277 -6.126
7 C -4.540 3.700 -2.945
8 Pt 0.055 -0.161 0.763
9 P 6.078 -0.902 -0.329
10 C -3.629 2.739 -3.245
11 C -2.729 2.203 -2.271
12 C -1.555 1.564 -2.725
13 C -0.674 1.002 -1.814
14 C -1.017 1.014 -0.450
15 C -2.120 1.733 0.034
16 C -2.987 2.324 -0.883
17 Br 1.814 -1.400 1.929
18 H -4.575 4.156 -1.954
19 H -3.503 2.406 -4.278
20 H -5.912 6.045 -2.773
21 H -5.254 2.651 -5.401
22 H -7.307 7.061 -4.572
23 H -6.671 3.804 -7.094
24 H -1.364 1.533 -3.801
25 H -3.875 2.852 -0.545
26 H 0.260 0.548 -2.125
27 H -2.278 1.784 1.107
28 P -0.519 -2.129 -0.183
29 C 5.527 0.837 -0.060
30 C 6.589 1.829 -0.542
31 H 5.343 0.950 1.018
32 H 4.576 0.975 -0.590
33 H 6.377 2.828 -0.151
34 H 7.588 1.536 -0.197
35 H 6.608 1.892 -1.635
36 C 5.269 -1.327 -1.932
37 C 5.957 -2.509 -2.614
38 H 5.327 -0.427 -2.560
39 H 4.211 -1.539 -1.730
40 H 5.645 -2.573 -3.660
41 H 7.047 -2.400 -2.594
42 H 5.700 -3.457 -2.131
43 C 5.061 -1.863 0.857
44 C 5.758 -2.030 2.207
45 H 4.865 -2.841 0.393
46 H 4.091 -1.352 0.972
47 H 5.179 -2.714 2.837
48 H 6.763 -2.449 2.077
49 H 5.844 -1.073 2.737
50 C -0.499 -3.591 0.946
51 C -1.656 -4.588 0.867
52 H -0.390 -3.201 1.969
53 H 0.447 -4.106 0.717
54 H -2.595 -4.171 1.251
55 H -1.820 -4.948 -0.157
56 H -1.406 -5.457 1.488
57 C 0.662 -2.528 -1.514
58 C 0.104 -2.582 -2.936
59 H 1.110 -3.492 -1.232
60 H 1.456 -1.771 -1.434
61 H -0.576 -3.431 -3.076
62 H -0.422 -1.661 -3.217
63 H 0.939 -2.705 -3.637
64 C -2.200 -2.087 -0.902
65 C -3.270 -1.626 0.088
66 H -2.420 -3.090 -1.296
67 H -2.159 -1.409 -1.765
68 H -3.975 -0.950 -0.414
69 H -3.850 -2.467 0.495
70 H -2.848 -1.064 0.932
71 C 1.668 1.789 3.746
72 N 0.747 0.965 4.512
73 C 1.122 0.795 5.899
74 C -0.349 0.463 3.906
75 O -0.602 0.824 2.700
76 N -1.204 -0.412 4.488
77 C -1.218 -0.879 5.859
78 C -2.298 -0.880 3.659
79 H 1.737 2.773 4.224
80 H 1.309 1.899 2.724
81 H 2.665 1.332 3.750
82 H 0.286 1.000 6.575
83 H 1.533 -0.204 6.097
84 H 1.910 1.527 6.094
85 H -1.721 -0.165 6.531
86 H -1.785 -1.815 5.872
87 H -0.212 -1.095 6.229
88 H -2.854 -0.041 3.224
89 H -1.917 -1.520 2.845
90 H -2.960 -1.478 4.294

Quick look at the Löwdin charges, all values in e: number 1, N, carries 0.301; number 2, C, carries 0.000; number 3, C, carries 0.052; number 4, C, carries -0.166; number 5, C, carries 0.048; number 6, C, carries -0.002; number 7, C, carries -0.001; number 8, Pt, carries 0.748; number 9, P, carries 1.228; number 10, C, carries -0.005; number 11, C, carries -0.190; number 12, C, carries 0.003; number 13, C, carries -0.104; number 14, C, carries -0.326; number 15, C, carries -0.076; number 16, C, carries 0.015; number 17, Br, carries 0.217; number 18, H, carries 0.125; number 19, H, carries 0.127; number 20, H, carries 0.142; number 21, H, carries 0.131; number 22, H, carries 0.165; number 23, H, carries 0.163; number 24, H, carries 0.135; number 25, H, carries 0.121; number 26, H, carries 0.102; number 27, H, carries 0.096; number 28, P, carries 0.801; number 29, C, carries -0.370; number 30, C, carries -0.136; number 31, H, carries 0.085; number 32, H, carries 0.096; number 33, H, carries 0.087; number 34, H, carries 0.082; number 35, H, carries 0.083; number 36, C, carries -0.368; number 37, C, carries -0.135; number 38, H, carries 0.094; number 39, H, carries 0.084; number 40, H, carries 0.089; number 41, H, carries 0.083; number 42, H, carries 0.080; number 43, C, carries -0.427; number 44, C, carries -0.139; number 45, H, carries 0.097; number 46, H, carries -0.048; number 47, H, carries 0.083; number 48, H, carries 0.086; number 49, H, carries 0.077; number 50, C, carries -0.398; number 51, C, carries -0.107; number 52, H, carries 0.029; number 53, H, carries 0.083; number 54, H, carries 0.070; number 55, H, carries 0.087; number 56, H, carries 0.100; number 57, C, carries -0.375; number 58, C, carries -0.116; number 59, H, carries 0.094; number 60, H, carries 0.054; number 61, H, carries 0.092; number 62, H, carries 0.061; number 63, H, carries 0.093; number 64, C, carries -0.351; number 65, C, carries -0.123; number 66, H, carries 0.101; number 67, H, carries 0.075; number 68, H, carries 0.089; number 69, H, carries 0.085; number 70, H, carries 0.025; number 71, C, carries 0.012; number 72, N, carries 0.004; number 73, C, carries 0.023; number 74, C, carries -0.445; number 75, O, carries -0.177; number 76, N, carries 0.001; number 77, C, carries 0.025; number 78, C, carries 0.026; number 79, H, carries 0.139; number 80, H, carries 0.084; number 81, H, carries 0.122; number 82, H, carries 0.123; number 83, H, carries 0.135; number 84, H, carries 0.123; number 85, H, carries 0.148; number 86, H, carries 0.121; number 87, H, carries 0.095; number 88, H, carries 0.126; number 89, H, carries 0.091; number 90, H, carries 0.121

***

# 3
ORCA calculation (ωB97M-V/def2-TZVPD) on 2 unconnected molecules or ions with the total composition C5H11O2 at a distorted geometry.

Output
HOMO-LUMO gap (Ha): 0.27854
Charge: -1
Energy relative to the best compared isomer or geometry (same formula, charge and spin) (kcal per mole): 7.13
Max |F| (eV Å⁻¹): 1.25

CARTESIAN COORDINATES (ANGSTROEM)
1 C -0.386 2.451 -1.006
2 C -1.119 2.522 0.379
3 O -2.310 2.891 0.377
4 O -0.398 2.183 1.348
5 H -1.135 2.465 -1.810
6 H 0.068 1.454 -1.067
7 H 0.327 3.264 -1.150
8 C 0.513 -2.132 0.415
9 C -0.175 -1.676 -0.859
10 C 1.012 -0.969 1.277
11 H -0.079 -2.832 1.004
12 H 1.392 -2.753 0.191
13 H -0.840 -2.470 -1.221
14 H 0.191 -0.610 1.892
15 H 1.806 -1.292 1.956
16 H 0.538 -1.548 -1.674
17 H -0.778 -0.791 -0.706
18 H 1.373 -0.155 0.655

Quick look at the Löwdin charges, all values in e: number 1, C, carries -0.061; number 2, C, carries -0.806; number 3, O, carries -0.109; number 4, O, carries -0.120; number 5, H, carries 0.047; number 6, H, carries 0.028; number 7, H, carries 0.049; number 8, C, carries -0.335; number 9, C, carries -0.126; number 10, C, carries -0.123; number 11, H, carries 0.087; number 12, H, carries 0.086; number 13, H, carries 0.059; number 14, H, carries 0.068; number 15, H, carries 0.059; number 16, H, carries 0.068; number 17, H, carries 0.065; number 18, H, carries 0.065

***

# 4
ORCA calculation (ωB97M-V/def2-TZVPD) on a molecular structure, C3H2N2O2 at a distorted geometry.

Output
HOMO-LUMO gap (Ha): 0.37681
Energy relative to the best compared isomer or geometry (same formula, charge and spin) (kcal per mole): 149.11
Max |F| (eV Å⁻¹): 9.90

CARTESIAN COORDINATES (ANGSTROEM)
1 C 0.294 -0.220 -1.220
2 C -0.900 0.162 0.433
3 C 0.372 0.345 0.042
4 H 0.976 -1.156 -1.397
5 H -0.005 0.341 -2.064
6 N -1.077 0.082 1.730
7 N 1.176 0.517 1.114
8 O -1.074 -0.567 -0.770
9 O 0.236 0.496 2.133

Quick look at the Löwdin charges, all values in e: number 1, C, carries -0.032; number 2, C, carries -0.271; number 3, C, carries -0.297; number 4, H, carries 0.184; number 5, H, carries 0.122; number 6, N, carries 0.199; number 7, N, carries 0.184; number 8, O, carries 0.016; number 9, O, carries -0.106